# 1
Here is a cluster of 8 separate species, C69H85FN3O15S in total in a non-equilibrium geometry from the OMol25 dataset. Energies are from the ωB97M-V functional and the def2-TZVPD basis.

```
174
Properties=species:S:1:pos:R:3:forces:R:3
C 1.323630 -0.957629 1.145685 -0.1 0.4 0.1
C 2.673574 -0.425770 1.684215 -0.5 -0.2 -0.2
C 3.880884 -1.349115 1.424790 -0.1 0.5 -0.3
C 4.927201 -0.734887 0.465147 0.3 -0.4 0.0
C 5.030729 -1.457056 -0.892211 0.0 0.3 0.1
C 3.791924 -1.287779 -1.811556 0.5 0.1 0.2
C 3.938474 -0.142492 -2.847507 -0.2 -0.5 0.7
C 3.716675 1.244987 -2.192486 0.2 -0.2 -0.4
C 2.916793 2.268360 -3.046089 0.4 0.0 1.0
C 1.960027 3.141481 -2.186599 -0.2 -0.9 0.1
C 0.521276 3.141916 -2.733337 0.6 0.5 -0.4
C -0.346609 4.302283 -2.231590 -0.4 -0.5 -0.2
C -0.494007 4.447115 -0.701928 -0.4 0.2 -0.3
C -0.430653 3.130308 0.078941 0.5 0.2 0.4
C -1.230432 3.153911 1.390372 0.2 -0.2 -0.4
C -2.732732 3.387302 1.220905 0.6 0.0 0.6
N -3.386910 2.610303 0.123036 -1.2 -0.1 0.4
C -4.709226 3.195525 -0.227739 -0.3 0.4 -0.5
O -4.747677 3.530011 -1.575842 0.0 0.1 -0.1
C -5.236557 2.481619 -2.415243 -0.2 -0.1 0.2
C -6.760853 2.422595 -2.503369 0.0 -0.7 0.1
C -7.191374 1.052861 -3.092692 0.7 0.2 -0.2
C -3.418408 1.253394 0.423611 0.5 -0.2 0.0
N -2.458018 0.383818 -0.084631 -0.3 0.4 -0.2
C -2.240711 0.513442 -1.545191 0.5 -0.3 -0.5
C -2.710717 -0.739818 -2.305120 0.5 0.3 -0.1
C -1.959319 -0.872505 -3.647453 -0.1 0.3 0.1
S -2.914916 -0.277434 -5.079607 -0.1 -0.2 -0.1
N -4.337002 0.731358 1.186425 0.2 0.2 -0.2
C -4.480400 -0.683592 1.518868 -0.2 -0.5 0.2
C -3.786163 -1.071680 2.839330 -0.1 -0.4 0.1
C -2.935289 -2.341329 2.738456 0.3 0.3 0.0
F -4.793340 -1.292009 3.784667 0.0 0.2 -0.1
H 1.003011 -0.386987 0.265032 0.1 -0.1 -0.1
H 1.372741 -2.009715 0.854268 -0.1 0.1 0.2
H 0.549676 -0.807910 1.908659 0.0 -0.3 -0.1
H 2.553014 -0.263730 2.755150 0.1 0.1 0.0
H 2.829330 0.555562 1.226327 0.2 0.0 0.2
H 4.333153 -1.595280 2.387553 0.1 -0.1 -0.2
H 3.545253 -2.293599 0.983833 0.0 0.1 0.2
H 4.715301 0.324248 0.292464 0.0 -0.1 0.1
H 5.920971 -0.770975 0.928541 -0.1 0.0 0.0
H 5.924966 -1.063243 -1.395188 -0.2 -0.1 -0.1
H 5.231030 -2.520223 -0.709791 -0.1 0.1 0.0
H 3.604134 -2.245320 -2.311421 0.0 0.2 -0.1
H 2.926612 -1.074674 -1.170833 -0.1 -0.1 -0.2
H 3.197036 -0.326978 -3.633836 0.2 0.2 -0.1
H 4.950708 -0.236688 -3.256752 -0.3 0.2 -0.3
H 3.210606 1.072220 -1.237485 -0.1 0.1 -0.1
H 4.704638 1.653578 -1.943324 -0.2 0.1 0.1
H 2.340829 1.721120 -3.798419 0.1 0.2 -0.1
H 3.644419 2.934028 -3.511683 -0.3 -0.2 -0.5
H 1.937532 2.667434 -1.195937 0.0 0.4 0.0
H 2.334823 4.160013 -2.050139 -0.1 0.0 -0.2
H 0.062770 2.159369 -2.553260 0.1 0.2 0.0
H 0.599334 3.239410 -3.824145 -0.1 0.0 0.1
H 0.022770 5.222612 -2.696429 0.0 0.0 0.3
H -1.359329 4.157626 -2.635732 0.2 0.0 0.0
H 0.223001 5.184677 -0.328192 0.1 -0.3 0.2
H -1.483798 4.887679 -0.526506 0.2 0.1 -0.1
H -0.723893 2.290048 -0.557390 -0.1 0.2 0.1
H 0.610593 2.945063 0.371465 -0.2 -0.1 -0.1
H -1.024167 2.234960 1.957067 -0.1 0.1 0.0
H -0.830524 3.965331 2.009945 -0.2 -0.1 0.0
H -3.232826 3.136618 2.169791 0.0 0.1 -0.1
H -2.908560 4.449996 1.052335 -0.1 -0.2 -0.4
H -4.884891 4.117609 0.332341 0.3 -0.1 0.0
H -5.544078 2.518398 -0.003874 0.2 -0.1 0.1
H -4.792556 2.625320 -3.405337 0.0 0.0 0.2
H -4.898652 1.515100 -2.000869 0.1 0.1 -0.2
H -7.155453 3.234002 -3.115577 0.1 0.1 0.2
H -7.168111 2.492662 -1.487326 0.0 0.3 -0.2
H -7.736987 0.449922 -2.369091 -0.2 0.1 -0.2
H -7.755967 1.181648 -4.017434 -0.2 -0.1 0.3
H -6.295257 0.477273 -3.371108 -0.2 0.0 0.0
H -1.580671 0.468551 0.419705 0.0 -0.2 0.2
H -1.162652 0.606419 -1.712644 -0.2 0.0 0.1
H -2.703676 1.420837 -1.947894 0.1 0.0 0.2
H -3.781926 -0.683967 -2.521217 0.0 -0.3 0.3
H -2.474912 -1.604648 -1.677133 -0.2 0.0 -0.1
H -1.022592 -0.308030 -3.638330 0.0 -0.1 0.2
H -1.695347 -1.915382 -3.840367 -0.2 0.2 -0.2
H -3.391691 0.849336 -4.524607 0.2 0.0 0.1
H -5.014769 1.361819 1.593991 0.0 0.1 0.1
H -5.551751 -0.881267 1.620315 0.2 0.0 0.1
H -4.110036 -1.307053 0.707200 0.1 0.4 -0.1
H -3.199317 -0.232838 3.226906 0.0 0.0 -0.1
H -1.873625 -2.082450 2.804096 -0.1 -0.1 -0.1
H -3.086399 -2.877443 1.800386 -0.1 -0.1 0.1
H -3.157572 -2.995851 3.583195 -0.1 0.1 -0.1
C 2.946051 -0.091729 6.958017 0.1 0.0 0.0
C 2.076792 0.408557 6.083974 0.0 0.0 0.1
C 0.616305 0.327938 6.317070 -0.1 0.0 -0.1
O -0.180869 0.766074 5.507851 0.0 -0.1 0.0
C 0.154997 -0.317417 7.570286 0.0 0.0 0.1
C 1.020578 -0.812516 8.450784 0.0 0.0 0.0
C 2.486603 -0.740722 8.212368 0.0 0.0 0.0
O 3.272673 -1.197408 9.011259 0.0 0.0 0.0
H 4.016582 -0.049039 6.796860 0.0 0.0 0.0
H 2.393898 0.887726 5.169381 0.0 0.0 -0.1
H -0.916285 -0.361577 7.722324 0.0 0.0 0.0
H 0.707224 -1.289126 9.370933 0.0 0.0 0.0
C 8.019876 -0.041393 4.077630 0.1 0.0 0.0
C 9.017068 -0.778158 3.594622 0.0 0.1 0.0
C 8.874126 -2.246518 3.425082 0.0 0.0 0.0
O 9.785270 -2.921004 2.993991 0.0 0.0 0.0
C 7.579321 -2.860762 3.805643 -0.1 0.1 0.0
C 6.582594 -2.122091 4.290522 0.1 0.0 0.0
C 6.725205 -0.655868 4.465552 0.0 0.0 0.1
O 5.822853 0.028435 4.912793 0.0 -0.1 -0.1
H 8.101400 1.029342 4.215066 0.0 0.0 0.0
H 9.970593 -0.352407 3.309001 0.0 0.0 0.0
H 7.495347 -3.930084 3.672220 0.0 0.0 0.0
H 5.631782 -2.553018 4.576464 0.0 0.0 0.0
C 10.186567 -6.501849 6.690657 0.0 0.0 0.0
C 9.317173 -6.030913 5.800519 0.0 0.0 0.0
C 7.857613 -6.120779 6.037667 0.1 0.0 0.0
O 7.066326 -5.688869 5.219539 0.0 -0.1 0.1
C 7.395069 -6.748070 7.296643 0.0 0.0 0.0
C 8.262813 -7.219741 8.187552 0.0 0.0 0.0
C 9.728776 -7.133330 7.955250 0.0 0.0 0.0
O 10.517341 -7.560336 8.766716 0.0 0.0 0.0
H 11.257427 -6.449545 6.542029 0.0 0.0 0.0
H 9.627272 -5.565237 4.872362 0.0 0.0 0.0
H 6.323653 -6.798034 7.444266 0.0 0.0 0.0
H 7.951764 -7.683350 9.114867 0.0 0.0 0.0
C 2.971422 6.848076 -6.183527 0.0 0.0 0.0
C 3.787464 7.875923 -6.401138 -0.1 0.0 0.0
C 5.029963 8.054370 -5.607209 0.0 0.0 0.0
O 5.772542 8.989669 -5.801546 0.0 0.0 0.0
C 5.326958 7.040215 -4.562454 0.0 -0.1 0.0
C 4.509838 6.013262 -4.346410 0.0 0.0 0.0
C 3.268796 5.836788 -5.140223 0.0 0.0 0.0
O 2.524698 4.898192 -4.942469 -0.1 0.0 0.0
H 2.060780 6.697910 -6.749278 0.0 0.0 0.0
H 3.591462 8.625476 -7.157062 0.0 0.0 0.0
H 6.237890 7.189657 -3.997017 0.0 0.0 0.0
H 4.706837 5.263464 -3.590151 0.0 0.0 0.0
C -11.033976 -2.274236 -3.681096 0.0 0.0 0.0
C -10.654552 -1.052620 -3.315039 0.0 0.0 0.0
C -10.517123 -0.688681 -1.882985 -0.1 0.0 -0.1
O -10.167586 0.427159 -1.552384 0.1 0.0 0.1
C -10.817926 -1.732869 -0.873517 0.0 0.0 0.0
C -11.197995 -2.954228 -1.238624 0.0 0.0 0.0
C -11.334776 -3.322194 -2.672723 0.0 0.0 0.0
O -11.676290 -4.435229 -3.002317 0.0 0.0 0.0
H -11.140889 -2.562508 -4.719038 0.0 0.0 0.0
H -10.429882 -0.275548 -4.035970 0.0 0.0 0.0
H -10.712668 -1.441909 0.164157 0.0 0.0 0.0
H -11.424758 -3.732952 -0.521583 0.0 0.0 0.0
C 2.311370 -6.477074 1.554013 0.0 0.1 0.0
C 3.068893 -5.398669 1.375374 0.0 0.0 0.0
C 4.249382 -5.144795 2.238486 0.1 -0.1 0.0
O 4.957481 -4.172398 2.073575 0.0 0.0 0.0
C 4.554791 -6.129709 3.304632 0.0 0.0 0.0
C 3.799586 -7.212293 3.476838 0.0 0.1 0.0
C 2.618248 -7.470546 2.617507 0.0 0.0 0.0
O 1.922834 -8.450201 2.770946 0.0 0.0 0.0
H 1.446212 -6.690300 0.938740 0.0 0.0 0.0
H 2.869953 -4.668895 0.599892 0.0 0.0 0.0
H 5.420407 -5.903236 3.918320 -0.1 -0.1 0.0
H 4.001905 -7.947201 4.245744 0.0 0.0 0.0
C -9.017160 3.698017 -8.165949 0.0 0.0 0.0
C -9.737060 2.683328 -7.693403 0.0 0.0 0.0
C -9.086490 1.505316 -7.070706 0.0 0.0 0.0
O -9.736119 0.578585 -6.632434 0.0 0.0 0.1
C -7.604267 1.501185 -6.994065 0.1 0.0 0.0
C -6.882545 2.515364 -7.461979 0.0 0.0 0.0
C -7.533771 3.696146 -8.086841 0.0 0.0 0.0
O -6.877595 4.620817 -8.510051 0.0 0.0 0.0
H -9.469189 4.567967 -8.624725 0.0 0.0 0.0
H -10.818450 2.665691 -7.738173 0.0 0.0 0.0
H -7.155615 0.628333 -6.535349 0.0 0.0 0.0
H -5.800949 2.534475 -7.414173 0.0 0.0 0.0
```
Forces are in eV/Å.

Its net charge is +1. For the frontier orbital gap, the calculation gives 7.99 eV. The total energy is -121652.11296 eV. For the LUMO energy, the calculation gives -3.45 eV.

---

# 2
Here is the ion C6H16NO with charge +1 in a non-equilibrium geometry from the OMol25 dataset. Energies are from the ωB97M-V functional and the def2-TZVPD basis.

```
24
Properties=species:S:1:pos:R:3:forces:R:3
C 0.771026 2.580334 1.205537 -0.2 -0.2 0.1
C 0.032313 -1.109137 -1.997549 0.1 -0.3 -0.9
C 0.454499 -1.867736 0.251120 0.4 -0.9 0.7
C -1.590993 -0.730067 -0.276967 -0.9 0.0 0.2
C 0.533514 0.494160 -0.286483 -0.6 1.9 2.5
C 0.132168 1.202265 1.201162 0.7 -0.7 -2.6
N -0.144538 -0.796303 -0.565325 0.0 0.0 -0.2
O 0.544110 0.378168 2.239552 0.2 -0.2 0.5
H 1.847028 2.518308 1.043388 0.1 0.0 0.0
H 0.591956 3.059358 2.165832 0.0 0.0 0.0
H 0.340432 3.207497 0.429910 0.0 0.1 -0.1
H -0.477719 -0.365461 -2.607909 0.0 0.0 0.1
H 1.088799 -1.115976 -2.259330 0.0 0.1 0.2
H -0.386237 -2.089075 -2.223150 0.0 0.0 0.2
H 0.376913 -1.604866 1.309031 0.0 0.0 -0.3
H -0.066871 -2.810722 0.070605 0.0 0.2 -0.1
H 1.507559 -1.995031 -0.008038 -0.1 0.1 -0.1
H -1.760593 -0.723995 0.797945 0.1 0.0 -0.1
H -2.026819 0.164916 -0.717571 0.1 0.0 -0.1
H -2.089512 -1.602732 -0.696909 0.2 0.0 0.0
H 1.610876 0.340961 -0.291946 0.0 -0.1 -0.1
H 0.255623 1.220303 -1.047023 -0.1 -0.2 -0.2
H -0.954803 1.281661 1.245890 0.1 0.0 0.0
H 1.408183 0.660432 2.564794 -0.1 0.0 0.0
```
Forces are in eV/Å.

Its net charge is +1. For the frontier orbital gap, the calculation gives 11.64 eV. The total energy is -10012.33018 eV. For the LUMO energy, the calculation gives -2.64 eV. Its structure (SMILES) is C[C@H](O)C[N+](C)(C)C.

---

# 3
Here is a cluster of 2 separate species, C3H11N3O2 in total in a non-equilibrium geometry from the OMol25 dataset. Energies are from the ωB97M-V functional and the def2-TZVPD basis.

```
19
Properties=species:S:1:pos:R:3:forces:R:3
C 0.833633 -0.274327 0.105722 -0.6 0.2 -1.0
N 0.890648 -1.470285 -0.724714 -0.3 0.1 0.4
N 2.105974 0.421155 0.058158 -0.3 0.5 0.0
O 0.555441 -0.633667 1.433467 -0.4 -0.1 -0.1
H 1.204596 -1.295604 1.703882 0.0 0.0 -0.1
H -1.528493 -1.022230 0.487748 -0.5 1.1 -1.6
H 2.865976 -0.248868 0.127444 -0.1 0.0 -0.1
H 0.019485 -1.988470 -0.604906 0.1 0.1 -0.1
H 0.905437 -1.200040 -1.703805 0.1 0.1 0.0
H 2.206200 0.932895 -0.810456 0.1 -0.1 0.0
C -0.490217 1.901687 0.690740 -1.0 -0.2 0.1
C -0.296104 0.865724 -0.368856 3.6 0.2 -0.1
N -2.040537 -1.183116 -0.406359 -1.2 -2.1 1.0
O -0.462232 1.050687 -1.550813 -0.5 -0.5 0.5
H -2.356546 -0.619922 -1.188401 1.1 0.9 0.9
H -2.881986 -1.672745 -0.121037 0.1 -0.2 0.0
H -1.185691 2.669227 0.355758 -0.1 0.0 0.1
H -0.817998 1.410517 1.604092 -0.1 0.2 0.1
H 0.472414 2.357382 0.912336 0.2 -0.1 -0.1
```
Forces are in eV/Å.

Its net charge is 0. For the frontier orbital gap, the calculation gives 9.91 eV. The total energy is -11854.11762 eV. For the LUMO energy, the calculation gives 0.80 eV. Its structure (SMILES) is CC(=O)C(N)(N)O.N.

---

# 4
Here is a structure of composition C33H41CoF3N6S2Sb from the OMol25 dataset. Energies are from the ωB97M-V functional and the def2-TZVPD basis.

```
87
Properties=species:S:1:pos:R:3:forces:R:3
Co 0.380819 0.587364 -2.363408 0.0 -0.6 0.0
C 0.408333 -1.024456 -5.057272 0.0 0.0 0.0
C -0.050253 0.384717 -5.272118 0.0 0.0 -0.1
C -0.290778 0.854805 -6.561072 0.0 0.0 0.0
C -0.735252 2.146136 -6.749167 0.0 0.0 0.0
C -0.987985 2.934132 -5.634261 0.0 0.0 0.0
C -0.740481 2.415820 -4.377243 -0.1 0.0 0.1
N -0.241037 1.178522 -4.207545 0.0 0.1 0.2
Sb -1.404929 3.502999 -2.640313 0.0 -0.1 0.0
C 0.394432 3.474497 -1.493600 -0.1 0.1 -0.1
C 0.877115 4.714616 -1.113352 0.0 0.0 0.0
C 1.931337 4.779172 -0.216927 0.0 -0.1 0.0
C 2.409141 3.591312 0.287422 0.0 0.0 0.0
C 1.880871 2.370002 -0.137330 0.1 0.0 0.0
C 2.441234 1.130553 0.483152 0.0 0.0 0.0
N 0.896923 2.306240 -1.055658 0.1 0.1 0.1
C -2.211871 1.720107 -1.724730 0.0 0.1 0.0
C -3.484395 1.837562 -1.202275 0.0 0.0 0.0
C -4.163689 0.697039 -0.789837 0.1 0.0 0.0
C -3.562119 -0.521309 -0.996808 0.0 0.1 0.0
C -2.277388 -0.583270 -1.535421 0.0 -0.1 0.0
C -1.712507 -1.923029 -1.891999 0.0 0.0 0.0
N -1.584859 0.527932 -1.822977 0.1 0.0 -0.2
H -0.088879 -1.693603 -5.759038 0.0 0.0 0.0
H 0.189006 -1.358225 -4.042182 0.0 0.0 0.0
H 1.485665 -1.100896 -5.205811 0.0 0.0 0.0
H -0.126668 0.193426 -7.400463 0.0 0.0 0.0
H -0.910610 2.528987 -7.745797 0.0 0.0 0.0
H -1.387951 3.933557 -5.742107 0.0 0.0 0.0
H 0.425426 5.616396 -1.506015 0.0 0.0 0.0
H 2.346054 5.728536 0.094646 0.0 0.0 0.0
H 3.203235 3.581017 1.021062 0.0 0.0 0.0
H 2.956230 1.390225 1.407073 0.0 0.0 0.0
H 3.170335 0.666734 -0.181834 0.0 0.0 0.0
H 1.651334 0.423850 0.716617 0.0 0.0 0.0
H -3.951764 2.811357 -1.137781 0.0 0.0 0.0
H -5.154094 0.765735 -0.359776 0.0 0.0 0.0
H -4.067447 -1.445882 -0.754148 0.0 0.0 0.0
H -2.044129 -2.684686 -1.187965 0.0 0.0 0.0
H -0.629035 -1.915807 -1.934770 0.0 0.0 0.0
H -2.081599 -2.204438 -2.882117 0.0 0.0 0.0
F 5.497647 -0.400863 -2.345168 0.0 -0.1 0.0
C 4.926232 -1.596671 -2.570154 0.1 0.0 -0.1
F 5.826711 -2.535331 -2.239299 0.0 0.0 0.0
F 4.715567 -1.697020 -3.894315 0.0 0.0 0.1
C 3.653368 -1.760651 -1.789458 -0.1 0.0 0.1
C 3.537016 -2.731741 -0.814926 0.0 0.1 -0.1
C 2.352525 -2.844284 -0.095031 0.0 0.0 0.0
C 1.316699 -1.989092 -0.403360 -0.1 -0.1 0.1
N 1.410988 -1.051382 -1.348341 0.0 0.3 -0.2
C 2.568865 -0.899079 -2.023609 0.0 -0.1 0.1
S 2.523384 0.464427 -3.077005 0.1 0.2 -0.1
H 4.367279 -3.395901 -0.617480 0.0 0.0 0.0
H 2.236239 -3.584884 0.682059 0.0 0.0 0.0
H 0.372936 -2.036503 0.128704 0.0 0.0 0.0
C -1.159262 -3.351419 3.724617 0.0 0.0 0.0
C -2.523108 -3.849141 3.261579 0.0 0.0 0.0
C -3.653138 -2.830535 3.397056 0.0 0.0 0.0
C -3.423029 -1.527934 2.633722 0.0 0.0 0.0
N -2.651951 -0.561151 3.402718 0.0 0.0 0.0
C -1.607869 0.168161 2.960524 0.0 -0.1 0.1
S -0.950265 -0.032537 1.424786 0.0 0.1 -0.1
N -1.102859 1.039525 3.852432 0.0 0.0 0.1
C 0.010159 1.956180 3.644608 0.0 0.0 0.0
C 1.105135 1.815413 4.699635 0.0 0.0 0.0
C 2.091049 0.671725 4.463613 0.0 0.0 0.0
C 1.477270 -0.723449 4.480235 0.0 0.0 0.0
H -0.421619 -4.153590 3.680771 0.0 0.0 0.0
H -1.196175 -2.991774 4.755440 0.0 0.0 0.0
H -0.799522 -2.534505 3.096917 0.0 0.0 0.0
H -2.797884 -4.746699 3.820392 0.0 0.0 0.0
H -2.456776 -4.156636 2.212655 0.0 0.0 0.0
H -3.830367 -2.604482 4.454722 0.0 0.0 0.0
H -4.579730 -3.280739 3.034066 0.0 0.0 0.0
H -4.380613 -1.072956 2.360791 0.0 0.0 0.0
H -2.872807 -1.710220 1.711757 0.0 0.0 0.0
H -2.983326 -0.384303 4.339010 0.0 0.0 0.0
H -1.522032 1.062844 4.770055 0.0 0.0 0.0
H -0.382940 2.976694 3.646805 0.0 0.0 0.0
H 0.403865 1.759774 2.648414 0.0 0.0 0.0
H 0.646808 1.716017 5.690323 0.0 0.0 0.0
H 1.660252 2.756353 4.727536 0.0 0.0 0.0
H 2.873542 0.733602 5.223658 0.0 0.0 0.0
H 2.591112 0.833294 3.503205 0.0 0.0 0.0
H 0.888663 -0.886301 5.386363 0.0 0.0 0.0
H 2.255875 -1.486784 4.453231 0.0 0.0 0.0
H 0.828314 -0.883197 3.618893 0.0 0.0 0.0
```
Forces are in eV/Å.

As for the spin multiplicity: 2. Its net charge is +1. The expectation value of S² is 0.784. For the frontier orbital gap (alpha / beta), the calculation gives 7.81 / 7.75 eV. The total energy is -117812.03248 eV. For the LUMO energy (alpha / beta), the calculation gives -2.52 / -2.57 eV.